(1)
Here is C7H5ClN4O in the gas phase at a distorted geometry from the Open Molecules 2025 dataset. Energies are from wB97M-V/def2-TZVPD.

```
18
Properties=species:S:1:pos:R:3:lowdin_charge:R:1
C -1.00 2.05 -1.44 -0.167
C -1.56 1.64 0.85 -0.167
C -5.74 -1.10 0.28 -0.852
C -2.77 0.42 -0.89 0.152
C 0.94 0.43 0.02 -0.086
C -0.43 -0.10 -0.44 -0.206
C -1.43 1.04 -0.50 -0.428
N -0.69 2.82 -2.26 0.221
N -1.47 1.99 1.91 0.225
N -4.64 -0.99 -0.41 0.072
N -3.75 -0.17 -0.53 0.051
O -6.56 -1.91 0.18 0.095
Cl -6.01 0.34 1.43 0.518
H 1.85 -0.20 -0.13 0.085
H 0.92 0.78 1.16 0.122
H 1.20 1.30 -0.62 0.069
H -0.76 -1.03 0.11 0.147
H -0.49 -0.59 -1.46 0.147
```

relative energy (zero: lowest compared OMol25 entry of this formula, charge and spin): 1.909 eV
HOMO: -10.569 eV
gap between HOMO and LUMO: 0.343 Ha

(2)
Here is a molecular structure, C3H3N3O2 at a distorted geometry from the Open Molecules 2025 dataset. Energies are from wB97M-V/def2-TZVPD.

```
11
Properties=species:S:1:pos:R:3:lowdin_charge:R:1
C -1.45 0.37 0.99 -0.175
C -0.08 0.37 -0.51 -0.267
C 0.97 0.94 -1.44 -0.146
H 0.62 -2.31 1.14 0.340
H -1.95 0.66 1.88 0.095
H 1.00 2.04 -1.40 0.123
N -0.10 -0.90 0.01 -0.252
N -0.90 -0.88 1.04 0.101
N -0.84 1.20 0.14 0.133
O 0.70 -1.90 -0.13 0.005
O 2.04 0.41 -1.71 0.044
```

relative energy (zero: lowest compared OMol25 entry of this formula, charge and spin): 6.072 eV
HOMO: -9.887 eV
gap between HOMO and LUMO: 0.340 Ha

(3)
Here is C5H14N4 in the gas phase from the Open Molecules 2025 dataset. Energies are from wB97M-V/def2-TZVPD.

```
23
Properties=species:S:1:pos:R:3:lowdin_charge:R:1
C 1.58 -0.72 -1.25 -0.103
C 1.51 1.15 0.28 -0.097
C -1.39 1.34 0.10 -0.073
N 0.78 0.05 -0.32 -0.207
C -0.80 0.19 -0.72 -0.584
N -1.08 0.33 -2.00 0.058
H -0.71 -0.43 -2.56 0.011
H 1.00 -1.52 -1.71 0.074
H 1.97 -0.09 -2.06 0.087
H 2.55 0.86 0.46 0.084
H 1.52 2.03 -0.38 0.091
H 2.43 -1.19 -0.75 0.084
H 1.05 1.44 1.22 0.066
H -1.23 1.24 1.18 0.044
H -2.47 1.35 -0.07 0.080
H -0.98 2.30 -0.22 0.076
N -0.39 -0.99 2.28 0.054
C -1.17 -1.31 0.13 -0.127
N -0.11 -1.40 1.06 -0.023
H -1.21 -0.43 2.48 0.103
H 0.40 -0.82 2.88 0.109
H -1.10 -2.12 -0.60 0.092
H -2.16 -1.28 0.58 0.100
```

relative energy (zero: lowest compared OMol25 entry of this formula, charge and spin): 5.167 eV
HOMO (spin up / spin down): -7.595 / -6.946 eV
gap between HOMO and LUMO (spin up / spin down): 0.286 / 0.236 Ha

(4)
Here is 2 unconnected molecules or ions with the total composition C4H15N2O at a distorted geometry from the Open Molecules 2025 dataset. Energies are from wB97M-V/def2-TZVPD.

```
22
Properties=species:S:1:pos:R:3:mulliken_spin:R:1
C -2.63 0.63 0.87 0.125
C -1.32 -0.05 0.52 -0.020
C -0.07 0.61 1.16 0.021
C 1.30 0.58 0.44 0.000
N 1.46 -0.73 -0.40 0.011
N -1.16 -1.55 0.80 0.866
H -3.04 1.14 -0.02 0.010
H -3.38 -0.11 1.25 0.004
H -2.53 1.41 1.63 -0.001
H -1.09 0.09 -0.55 -0.001
H -0.25 1.73 1.30 -0.003
H 0.04 0.28 2.23 -0.002
H 2.13 0.41 1.22 0.001
H 1.62 1.39 -0.21 0.000
H 1.99 -1.52 -0.04 0.001
H 0.55 -1.09 -0.74 0.001
H 1.83 -0.52 -1.33 0.001
H -1.43 -1.78 1.78 -0.009
H -1.85 -2.14 0.33 -0.007
H 1.93 -0.01 -3.45 0.000
H 3.16 0.90 -3.74 0.000
O 2.74 0.35 -3.06 0.000
```

relative energy (zero: lowest compared OMol25 entry of this formula, charge and spin): 2.288 eV
HOMO (spin up / spin down): -18.414 / -18.413 eV
charge: +2
gap between HOMO and LUMO (spin up / spin down): 0.409 / 0.180 Ha
2S+1: 2
expectation value of S²: 0.75

(5)
Here is a molecular structure, C30H23AsAuBrN2S from the Open Molecules 2025 dataset. Energies are from wB97M-V/def2-TZVPD.

```
59
Properties=species:S:1:pos:R:3:lowdin_charge:R:1
Au 0.20 0.32 -0.15 0.824
S 2.47 0.11 -0.07 0.667
C 3.23 1.70 0.05 -0.657
C 4.60 1.81 -0.14 -0.086
C 5.20 3.06 -0.06 -0.031
C 4.45 4.20 0.21 -0.044
C 3.08 4.10 0.41 -0.071
C 2.49 2.84 0.34 -0.422
As 0.66 2.54 0.72 1.286
C -0.31 4.07 0.16 -0.389
C -1.11 4.75 1.07 -0.076
C -1.74 5.92 0.68 -0.046
C -1.57 6.40 -0.62 -0.041
C -0.77 5.72 -1.53 -0.052
C -0.14 4.55 -1.14 -0.114
C 0.39 2.24 2.58 -0.381
C -0.87 1.83 3.03 -0.122
C -1.07 1.60 4.38 -0.053
C -0.02 1.79 5.27 -0.040
C 1.23 2.20 4.82 -0.042
C 1.44 2.43 3.47 -0.072
H 5.19 0.93 -0.37 0.118
H 6.26 3.14 -0.22 0.125
H 4.93 5.16 0.25 0.121
H 2.49 4.98 0.61 0.119
H -1.24 4.38 2.08 0.106
H -2.36 6.47 1.38 0.122
H -2.06 7.32 -0.92 0.124
H -0.63 6.10 -2.53 0.122
H 0.50 4.02 -1.85 0.118
H -1.69 1.70 2.33 0.083
H -2.04 1.29 4.74 0.117
H -0.18 1.61 6.33 0.121
H 2.04 2.34 5.53 0.121
H 2.41 2.75 3.12 0.111
Br -5.77 4.88 -0.23 0.829
C -4.60 3.41 -0.24 -0.679
C -4.81 2.35 0.64 -0.090
C -3.94 1.28 0.65 -0.027
C -2.85 1.28 -0.21 -0.298
C -2.63 2.34 -1.08 -0.040
C -3.52 3.40 -1.11 -0.107
N -1.93 0.19 -0.24 -0.038
C -2.36 -1.02 -0.27 -0.019
C -1.42 -2.13 -0.35 -0.237
C -1.83 -3.45 -0.37 0.035
C -0.87 -4.45 -0.49 0.011
C 0.46 -4.09 -0.60 0.011
C 0.80 -2.75 -0.58 -0.091
N -0.11 -1.79 -0.45 -0.037
H -5.66 2.37 1.32 0.116
H -4.10 0.47 1.36 0.126
H -1.80 2.30 -1.78 0.113
H -3.37 4.22 -1.80 0.111
H -3.42 -1.22 -0.32 0.159
H -2.88 -3.69 -0.30 0.136
H -1.16 -5.49 -0.50 0.135
H 1.24 -4.84 -0.70 0.132
H 1.83 -2.43 -0.67 0.081
```

HOMO: -14.012 eV
charge: +2
gap between HOMO and LUMO: 0.242 Ha

(6)
Here is C4H6N4 in the gas phase at a distorted geometry from the Open Molecules 2025 dataset. Energies are from wB97M-V/def2-TZVPD.

```
14
Properties=species:S:1:pos:R:3:lowdin_charge:R:1
C -0.47 1.65 0.47 -0.085
N -0.12 1.40 1.67 -0.032
N -0.02 0.09 1.86 -0.036
C 0.21 -0.46 0.40 -0.293
C -0.09 -1.72 -0.28 -0.149
N -0.10 -1.50 -1.54 0.031
N -0.17 0.01 -1.93 0.026
C -0.46 0.41 -0.51 -0.388
H -0.54 2.63 0.08 0.084
H 0.79 -0.24 2.54 0.176
H 1.30 0.03 0.00 0.209
H 0.36 -2.74 0.04 0.145
H 0.89 0.09 -2.32 0.160
H -1.58 0.33 -0.49 0.151
```

relative energy (zero: lowest compared OMol25 entry of this formula, charge and spin): 6.620 eV
HOMO: -9.054 eV
gap between HOMO and LUMO: 0.358 Ha

(7)
Here is a molecular structure, C43H52BFMnN9O5S2 from the Open Molecules 2025 dataset. Energies are from wB97M-V/def2-TZVPD.

```
114
Properties=species:S:1:pos:R:3:mulliken_spin:R:1
Mn -1.19 -0.56 0.35 0.959
C -4.68 -3.91 2.09 -0.001
N -3.31 -3.91 2.55 0.001
C -2.85 -4.32 3.78 0.001
C -1.52 -4.12 3.77 0.000
N -1.15 -3.60 2.55 -0.001
B 0.29 -3.16 2.16 0.015
N 0.88 -2.34 3.34 0.002
C 2.05 -2.58 4.03 0.001
C 2.29 -1.53 4.84 -0.001
N 1.25 -0.64 4.66 0.000
C 1.05 0.63 5.31 0.000
C 0.38 -1.15 3.74 -0.002
S -1.07 -0.43 3.28 0.000
C -2.26 -3.48 1.80 0.003
S -2.43 -2.96 0.19 -0.003
H -5.31 -4.35 2.86 0.000
H -4.76 -4.48 1.16 0.000
H -5.01 -2.89 1.88 0.000
H -3.51 -4.69 4.55 0.000
H -0.79 -4.30 4.55 0.000
H 0.99 -4.12 1.96 0.000
H 0.19 -2.40 1.22 0.021
H 2.63 -3.47 3.86 0.000
H 3.09 -1.34 5.54 0.000
H 1.86 0.80 6.02 0.000
H 0.09 0.64 5.82 0.000
H 1.03 1.43 4.57 0.000
C -2.73 1.50 -5.98 0.000
C -2.86 1.19 -4.50 -0.001
C -3.97 1.62 -3.79 0.001
C -4.09 1.27 -2.44 -0.007
C -5.26 1.75 -1.64 0.000
C -3.11 0.50 -1.85 0.013
C -1.92 0.10 -2.51 -0.004
C -1.85 0.47 -3.88 0.001
N -0.98 -0.58 -1.78 0.015
C 0.12 -1.29 -2.43 -0.055
C -0.40 -2.29 -3.48 -0.005
C 0.76 -3.07 -4.11 0.000
C 1.48 -3.89 -3.04 0.000
C 2.01 -2.93 -1.97 -0.001
C 3.03 -1.99 -2.62 0.001
C 2.32 -1.15 -3.68 0.000
C 1.74 -2.08 -4.76 0.000
C 1.20 -0.34 -3.02 -0.001
C 0.85 -2.14 -1.37 0.019
H -3.51 2.20 -6.30 0.000
H -2.84 0.58 -6.56 0.000
H -1.76 1.93 -6.21 0.000
H -4.75 2.20 -4.28 0.000
H -6.15 1.87 -2.26 0.000
H -5.03 2.73 -1.20 0.000
H -5.50 1.06 -0.82 0.000
H -3.26 0.17 -0.84 -0.004
H -1.01 0.20 -4.50 0.001
H -0.97 -1.79 -4.25 0.000
H -1.09 -2.97 -2.96 0.000
H 0.36 -3.74 -4.88 0.000
H 2.30 -4.46 -3.49 0.000
H 0.78 -4.60 -2.59 0.000
H 2.50 -3.50 -1.18 -0.001
H 3.84 -2.57 -3.07 0.000
H 3.46 -1.33 -1.86 0.000
H 3.03 -0.46 -4.15 0.000
H 2.55 -2.62 -5.26 0.000
H 1.22 -1.49 -5.52 0.000
H 0.77 0.36 -3.73 0.001
H 1.61 0.25 -2.19 -0.001
H 1.23 -1.49 -0.58 0.038
H 0.13 -2.82 -0.91 -0.010
C 4.14 3.36 0.85 0.000
N 3.13 2.69 0.05 -0.001
N 2.74 1.43 0.53 0.001
C 1.35 1.33 0.48 0.000
O 0.74 0.31 0.79 -0.019
C 0.88 2.59 -0.01 0.001
C 1.95 3.38 -0.22 0.000
C 2.02 4.78 -0.70 0.000
C 3.65 0.36 0.52 0.002
C 4.82 0.42 -0.24 0.000
C 5.70 -0.65 -0.26 0.000
C 5.42 -1.79 0.48 0.000
C 4.26 -1.85 1.23 0.002
C 3.38 -0.78 1.27 -0.002
H 4.91 2.65 1.13 0.000
H 3.72 3.80 1.76 0.000
H 4.59 4.15 0.25 0.000
H -0.17 2.80 -0.16 0.000
H 1.06 5.06 -1.13 0.000
H 2.79 4.89 -1.46 0.000
H 2.24 5.48 0.11 0.000
H 5.01 1.29 -0.86 0.000
H 6.59 -0.59 -0.87 0.000
H 6.10 -2.63 0.45 0.000
H 4.02 -2.75 1.80 0.000
H 2.47 -0.84 1.85 0.003
F -0.01 4.39 4.40 0.000
C -0.98 4.49 3.47 0.000
C -1.86 3.48 3.32 -0.001
N -2.88 3.53 2.41 0.000
C -3.67 2.33 2.19 0.002
C -2.85 1.31 1.37 -0.005
O -3.26 0.13 1.38 0.019
O -1.82 1.72 0.80 0.005
C -3.00 4.59 1.53 0.000
O -3.86 4.66 0.68 0.000
N -2.06 5.59 1.71 0.000
C -1.03 5.67 2.65 0.000
O -0.31 6.65 2.70 0.000
H -1.79 2.58 3.91 0.000
H -4.56 2.59 1.63 0.000
H -3.94 1.88 3.14 0.000
H -2.13 6.36 1.07 0.000
```

HOMO (spin up / spin down): -3.309 / -3.301 eV
charge: -1
gap between HOMO and LUMO (spin up / spin down): 0.203 / 0.202 Ha
2S+1: 2
expectation value of S²: 0.90

(8)
Here is 2 unconnected molecules or ions with the total composition C6H15N2P at a distorted geometry from the Open Molecules 2025 dataset. Energies are from wB97M-V/def2-TZVPD.

```
24
Properties=species:S:1:pos:R:3:mulliken_spin:R:1
C 2.58 -0.84 -1.34 1.735
C -0.79 1.65 -1.26 0.009
C -0.41 0.34 -2.04 -0.018
C 0.09 1.66 0.03 -0.029
C 0.36 0.75 2.24 -0.001
C -1.50 -1.95 1.04 0.078
N -1.03 -0.71 -1.24 0.017
N -0.27 0.52 0.95 0.014
P -0.06 -1.00 0.13 0.064
H 2.99 -1.83 -1.38 0.044
H 3.23 -0.38 -0.57 0.036
H -0.60 2.54 -1.88 0.000
H -1.81 1.67 -1.03 0.003
H -0.64 0.38 -3.03 -0.003
H 0.69 0.25 -1.90 0.039
H 1.12 1.40 -0.16 0.023
H -0.16 2.51 0.70 0.002
H 1.51 1.08 2.30 0.000
H -0.25 1.63 2.64 0.001
H 0.26 -0.08 2.90 0.001
H -1.19 -2.90 1.35 -0.007
H -1.99 -1.41 1.86 0.002
H -2.09 -2.04 0.18 -0.006
H -1.21 -1.62 -1.80 -0.003
```

relative energy (zero: lowest compared OMol25 entry of this formula, charge and spin): 0.000 eV
HOMO (spin up / spin down): -7.051 / -7.662 eV
gap between HOMO and LUMO (spin up / spin down): 0.301 / 0.249 Ha
2S+1: 3
expectation value of S²: 2.01

(9)
Here is 3 unconnected molecules or ions with the total composition C3H9NO2 at a distorted geometry from the Open Molecules 2025 dataset. Energies are from wB97M-V/def2-TZVPD.

```
15
Properties=species:S:1:pos:R:3:lowdin_charge:R:1
C -0.41 -1.53 -0.71 -0.086
C -1.31 -0.42 -0.29 0.098
N -1.27 2.30 -0.87 0.007
H -0.47 -2.20 0.23 0.142
H -0.98 -1.97 -1.58 0.097
H 0.50 -0.98 -1.01 0.103
H -2.09 -0.18 -0.97 0.069
H -1.53 -0.08 0.68 0.083
H -0.62 1.68 -1.52 0.078
H -1.11 2.02 0.15 0.033
H -2.19 1.97 -0.88 -0.035
O 0.31 0.51 0.62 -0.188
C 1.30 -0.18 1.08 -0.543
O 2.05 -0.88 0.44 -0.001
H 1.06 -0.59 2.13 0.142
```

relative energy (zero: lowest compared OMol25 entry of this formula, charge and spin): 6.009 eV
HOMO: -9.361 eV
gap between HOMO and LUMO: 0.279 Ha

(10)
Here is a molecular structure, C37H38Cl5FeP2Se2Te from the Open Molecules 2025 dataset. Energies are from wB97M-V/def2-TZVPD.

```
86
Properties=species:S:1:pos:R:3:mulliken_spin:R:1
Fe -0.07 0.25 0.34 3.754
Cl 2.08 -1.43 2.81 0.002
C 1.63 0.24 3.06 -0.030
C 0.62 0.77 2.27 0.141
C 0.23 2.06 2.63 -0.136
Cl -1.14 2.75 1.76 0.012
C 0.86 2.84 3.59 -0.008
Cl 0.35 4.45 3.90 0.001
C 1.93 2.29 4.28 0.014
Cl 2.78 3.23 5.44 0.002
C 2.30 0.97 4.04 -0.012
Cl 3.59 0.26 4.93 0.001
C -0.36 -2.13 -4.18 0.002
Se -1.56 -1.55 -2.76 0.021
C -1.24 -3.07 -1.60 -0.001
C 0.20 -3.25 -1.17 0.004
Se 1.19 -1.59 -0.87 0.074
C 2.77 -2.50 -0.21 0.010
H -0.60 -3.16 -4.43 0.001
H 0.67 -2.04 -3.86 -0.001
H -0.54 -1.51 -5.05 0.000
H -1.56 -3.96 -2.14 0.000
H -1.90 -2.95 -0.74 0.001
H 0.78 -3.78 -1.93 0.001
H 0.26 -3.81 -0.24 0.000
H 2.53 -3.08 0.68 0.000
H 3.53 -1.76 0.03 0.000
H 3.11 -3.14 -1.02 0.001
C 0.96 1.71 -2.84 -0.017
P 0.17 2.15 -1.24 0.117
C 1.41 3.19 -0.40 -0.079
C 1.43 4.58 -0.35 -0.003
C 2.40 5.24 0.39 0.001
C 3.37 4.53 1.08 0.002
C 3.38 3.14 1.00 0.006
C 2.41 2.49 0.27 0.067
C -1.40 2.98 -1.57 -0.026
C -1.86 4.16 -0.98 0.009
C -3.12 4.65 -1.29 0.000
C -3.93 3.98 -2.20 0.002
C -3.50 2.79 -2.76 -0.002
C -2.25 2.28 -2.43 0.039
P 1.05 2.75 -4.40 0.001
C -0.61 2.58 -5.12 0.000
C -1.10 3.58 -5.97 0.001
C -2.29 3.41 -6.65 0.000
C -3.02 2.24 -6.52 0.000
C -2.53 1.22 -5.72 0.000
C -1.34 1.39 -5.04 0.002
C 1.11 4.48 -3.80 -0.001
C 2.39 5.04 -3.72 0.001
C 2.56 6.36 -3.34 0.000
C 1.46 7.14 -3.05 0.000
C 0.18 6.60 -3.13 0.000
C 0.01 5.28 -3.51 0.001
H 0.59 0.73 -3.13 0.017
H 2.01 1.54 -2.57 0.005
H 0.72 5.17 -0.92 -0.001
H 2.40 6.32 0.42 0.000
H 4.12 5.05 1.66 0.000
H 4.15 2.58 1.52 0.000
H 2.43 1.40 0.24 -0.001
H -1.26 4.69 -0.25 -0.001
H -3.46 5.57 -0.83 0.000
H -4.91 4.38 -2.45 0.000
H -4.13 2.25 -3.45 0.000
H -1.93 1.34 -2.86 -0.031
H -0.54 4.50 -6.10 0.000
H -2.66 4.21 -7.29 0.000
H -3.95 2.11 -7.06 0.000
H -3.07 0.29 -5.63 0.000
H -0.96 0.58 -4.42 -0.002
H 3.25 4.43 -3.98 0.000
H 3.56 6.77 -3.29 0.000
H 1.59 8.18 -2.77 0.000
H -0.68 7.22 -2.92 0.000
H -0.99 4.87 -3.58 0.000
C -2.91 -0.01 2.92 0.003
Te -2.30 -0.96 1.14 0.025
C -3.90 -0.22 -0.04 0.011
H -3.74 -0.58 3.33 0.001
H -3.19 1.02 2.71 0.000
H -2.06 -0.03 3.61 -0.002
H -3.89 0.87 0.00 -0.004
H -4.83 -0.62 0.35 0.003
H -3.75 -0.55 -1.07 -0.001
```

relative energy (zero: lowest compared OMol25 entry of this formula, charge and spin): 0.000 eV
HOMO (spin up / spin down): -10.260 / -10.308 eV
charge: +1
gap between HOMO and LUMO (spin up / spin down): 0.299 / 0.266 Ha
2S+1: 5
expectation value of S²: 6.02

(11)
Here is a gas-phase ion, C6H12NO (charge +1) at a distorted geometry from the Open Molecules 2025 dataset. Energies are from wB97M-V/def2-TZVPD.

```
20
Properties=species:S:1:pos:R:3:lowdin_charge:R:1
C 0.97 -1.54 -0.36 -0.122
C 1.90 -0.73 0.16 0.055
C -0.22 -1.17 -1.21 -0.108
C -0.66 0.30 -0.91 -0.153
C -1.56 0.03 1.52 0.086
C 0.88 2.40 0.44 0.150
N -0.66 0.57 0.47 -0.143
O 0.03 1.62 0.89 0.060
H 1.06 -2.50 -0.13 0.064
H 2.59 -1.10 0.87 0.075
H 0.21 -1.42 -2.19 0.134
H -1.17 -1.64 -1.08 0.102
H -0.11 0.94 -1.51 0.106
H -1.61 0.59 -1.37 0.147
H -2.33 0.73 1.62 0.081
H -1.94 -0.85 0.96 0.125
H -1.08 -0.12 2.46 0.104
H 1.91 0.24 -0.07 -0.005
H 1.37 3.20 1.06 0.163
H 1.20 2.41 -0.51 0.079
```

relative energy (zero: lowest compared OMol25 entry of this formula, charge and spin): 5.859 eV
HOMO (spin up / spin down): -13.416 / -13.416 eV
charge: +1
gap between HOMO and LUMO (spin up / spin down): 0.302 / 0.302 Ha

(12)
Here is a molecular structure, C6H9O4Pb at a distorted geometry from the Open Molecules 2025 dataset. Energies are from wB97M-V/def2-TZVPD.

```
20
Properties=species:S:1:pos:R:3:lowdin_charge:R:1
O -0.34 -1.00 -2.21 -0.015
C -1.32 -0.14 -2.62 -0.218
C -1.15 0.82 -3.53 0.024
H -2.26 -0.26 -2.06 0.145
H -1.99 1.47 -3.76 0.089
H -0.20 0.97 -4.04 0.092
O -0.03 -0.90 1.28 -0.006
C 0.04 -0.02 0.33 -0.378
O -0.82 0.89 0.36 -0.142
Pb 0.12 2.10 -1.10 1.567
O 1.30 0.60 -1.81 -0.325
C 0.81 -0.55 -1.54 -0.296
H 1.50 -1.40 -1.50 0.178
C 0.86 -0.85 2.42 -0.190
H 0.96 -1.89 2.73 0.134
H 1.84 -0.48 2.09 0.130
C 0.27 0.00 3.52 -0.059
H 0.36 1.07 3.29 0.080
H -0.79 -0.24 3.68 0.095
H 0.82 -0.19 4.46 0.093
```

relative energy (zero: lowest compared OMol25 entry of this formula, charge and spin): 0.663 eV
HOMO: -13.247 eV
charge: +1
gap between HOMO and LUMO: 0.306 Ha

Number 10 is which compound?
C37H38Cl5FeP2Se2Te